# 1
Below is a structure of composition C12H40B4CaO3, with properties calculated with ωB97M-V/def2-TZVPD.

```
60
Properties=species:S:1:pos:R:3:forces:R:3:mulliken_charge:R:1
Ca -0.19444 1.01897 0.17571 -0.0115 1.3915 -0.6066 0.539
B -0.85924 2.82449 1.89911 -0.1993 0.1089 0.3842 0.835
H -0.77067 2.88939 0.82571 0.1524 1.3017 -3.5738 -0.437
H -0.12012 2.09265 2.18608 2.2135 -2.9542 1.6241 -0.558
H -0.59046 3.70125 2.46770 1.0227 3.7621 1.8166 -0.268
H -1.87035 2.52314 2.12514 -4.1130 -1.3457 1.0641 -0.398
B -0.64886 3.68262 -1.72375 -0.0007 0.3341 -0.0569 1.486
H -0.11530 2.82172 -1.35171 2.1135 -3.0552 1.6503 -1.151
H 0.01289 4.52263 -1.86762 2.9070 3.6063 -0.2796 -0.378
H -0.99947 3.42583 -2.71136 -1.4188 -1.2360 -4.3243 -0.392
H -1.53019 3.94028 -1.15709 -3.1592 1.0195 2.3928 -0.318
B 2.10869 1.21830 1.46278 0.6169 0.1122 0.1108 1.315
H 2.02757 1.23077 2.53865 -0.3670 -0.4377 4.1612 -0.344
H 3.13224 1.41191 1.18155 4.1034 0.3613 -1.3131 -0.285
H 1.66420 0.37651 0.95478 -0.9563 -3.8660 -1.4757 -1.581
H 1.50413 2.05420 1.14651 -1.5972 3.3615 -1.3018 0.366
B -2.20435 0.81578 -1.27713 -0.6693 -0.0973 -0.4942 0.311
H -1.66264 1.11930 -2.15955 2.1838 0.5069 -3.1264 -0.321
H -3.23988 0.76076 -1.57528 -4.1916 -0.6078 -0.8670 -0.240
H -1.84110 -0.05179 -0.74834 1.2199 -3.8927 1.5525 -0.784
H -2.07422 1.68057 -0.64511 -0.0856 3.0251 2.5305 0.205
C 0.38583 -4.07778 -0.67211 0.1501 0.4147 -0.6411 -0.808
C 0.90544 -3.72517 0.70579 0.4328 -0.0044 0.2007 -0.497
C 1.43073 -2.29735 0.48602 0.0832 -0.0849 1.3937 -0.495
O 0.36395 -1.69326 -0.18064 -0.8936 -1.1676 -2.2480 0.417
C -0.16369 -2.70526 -1.14265 0.2313 -0.4149 1.5699 -0.486
H -0.36206 -4.86953 -0.71561 -0.2645 0.1405 0.2925 0.353
H 1.13169 -4.39496 -1.40093 0.5891 -0.0642 0.3777 0.333
H 1.56529 -4.47609 1.14032 0.3161 0.1751 -0.0474 0.433
H 0.06002 -3.60876 1.38388 -0.1358 -0.1102 0.0827 0.125
H 2.39723 -2.20913 -0.01015 0.0695 -0.2896 -0.6268 0.286
H 1.55876 -1.68934 1.38158 0.0395 -0.3300 0.2654 0.104
H 0.18053 -2.54463 -2.16433 -0.4886 0.6158 0.0706 0.109
H -1.23391 -2.81867 -0.96987 -0.1064 1.0636 -0.6518 0.224
C 2.89316 0.67121 -3.15614 0.4781 0.6218 -0.6101 -0.702
C 1.82018 -0.28166 -3.65477 -0.9009 0.5491 0.0086 -0.571
C 0.57037 0.35447 -3.01889 0.8408 -0.1613 -0.1062 -0.751
O 1.04218 0.76558 -1.74174 1.2245 -0.8210 0.9501 0.476
C 2.46911 1.04374 -1.73599 -0.1861 -0.4777 -1.1448 -0.625
H 2.91047 1.65468 -3.62580 -0.0875 -0.3333 -0.9825 0.316
H 3.88341 0.22435 -3.24464 0.1677 0.1324 0.2524 0.344
H 2.02288 -1.27901 -3.26451 -0.1586 -0.1270 0.3900 0.172
H 1.66335 -0.43905 -4.72188 0.3823 0.4514 -0.2473 0.376
H -0.28690 -0.31372 -2.93695 0.1645 0.1030 0.3389 0.225
H 0.23258 1.27794 -3.48920 -0.0464 -0.0829 -0.5540 0.433
H 3.10062 0.47372 -1.05453 -0.9326 -0.1330 0.6920 0.207
H 2.62247 2.10863 -1.56103 -0.1709 -0.0823 0.2557 0.260
C -1.79219 -0.35916 3.89458 0.0457 0.7273 1.4366 -0.721
C -2.81568 -1.14605 3.13304 -0.6331 -0.6258 -0.1282 -0.703
C -2.47601 -0.88666 1.65009 0.1810 1.0984 1.8800 -0.475
O -1.21626 -0.13769 1.78547 -0.3305 -2.0967 -0.8528 0.315
C -0.56173 -0.47717 3.02915 -1.1370 0.6583 -0.4095 -0.302
H -1.67216 -0.57421 4.95639 0.0834 -0.7990 0.0712 0.408
H -2.16284 0.66467 3.94441 0.6001 0.3738 -0.5332 0.322
H -3.82683 -0.77484 3.30005 -0.0839 -0.2978 0.3355 0.315
H -2.73725 -2.20117 3.39510 -0.2279 -0.2133 -0.0563 0.295
H -3.25000 -0.22589 1.25967 0.5786 0.2342 -0.4149 0.412
H -2.51300 -1.80870 1.06994 0.9040 0.0720 -0.2757 0.076
H 0.27254 0.19770 3.22058 -0.3843 0.3420 -0.2368 0.057
H -0.14067 -1.48134 2.97963 -0.1572 -0.4547 0.0354 0.140
```
Positions in Å, forces in eV/Å.

Summary:
LUMO: 4.31 eV
net charge: -2
Kohn-Sham gap: 5.6 eV

# 2
Below is a structure of composition C12H40BInO12, with properties calculated with ωB97M-V/def2-TZVPD.

```
66
Properties=species:S:1:pos:R:3:forces:R:3:mulliken_charge:R:1
In -1.17302 2.16592 0.24638 0.8464 -0.6287 -0.9021 0.897
B -0.22770 -0.71804 -0.28212 -0.2197 0.8293 1.2078 2.301
H 0.33939 0.02810 -0.81685 3.3207 2.7549 -1.9346 -1.011
H -1.29882 -0.58857 -0.29505 -4.8078 -0.0189 0.3197 0.050
H 0.00307 -1.65818 -0.75870 0.4913 -3.2391 -3.3353 -0.226
H -0.00508 -0.67056 0.77260 0.8233 0.8222 3.9299 -0.306
C 1.40571 -0.23926 5.42576 0.2197 0.7131 -1.0613 -0.389
C 1.57052 -1.47501 4.58660 -1.7401 -0.1113 -0.6579 -0.443
O 1.85663 -1.15980 3.21086 0.4369 0.4484 0.1715 -0.465
O 0.15806 0.49592 5.09054 1.3296 -1.2305 0.4202 -0.472
H 2.21821 0.43505 5.15510 0.2002 0.1606 0.5493 0.198
H 1.49718 -0.62828 6.43986 -0.3791 0.7093 0.2931 0.440
H 0.56410 -1.88300 4.68025 -0.0590 -0.6505 -0.3983 0.292
H 2.26419 -2.21211 4.99109 0.2956 0.3403 -0.0259 0.363
H 1.32718 -1.65659 2.58278 -0.1577 -0.3023 0.4029 0.153
H -0.24261 0.76215 5.92132 -0.0679 0.0348 0.1077 0.269
C -1.91167 -4.10241 -0.03543 -0.0663 -0.7358 0.0314 -0.315
C -3.11782 -3.12005 -0.21782 -1.5683 -0.5927 -0.6010 -0.300
O -2.91335 -2.23486 -1.27477 1.0202 0.3954 0.5957 -0.409
O -0.75471 -3.57615 0.53827 -0.6820 -0.3421 0.3780 -0.453
H -1.73130 -4.49555 -1.03593 0.2169 0.0903 -0.3019 0.258
H -2.17172 -4.95068 0.59774 -0.4916 0.2087 0.1072 0.419
H -3.37943 -2.67196 0.74076 0.4811 0.5063 0.3111 0.222
H -4.05811 -3.54658 -0.56716 0.2226 -1.1330 0.5581 0.444
H -2.06172 -1.84653 -1.06137 0.3790 0.7813 -0.5536 0.095
H -0.55360 -2.72386 0.14487 0.6348 0.4349 -0.4315 0.072
C 1.58625 1.59229 -2.88500 0.0186 0.8223 -0.1800 -0.368
C 0.27073 2.11825 -3.58877 1.1125 -0.1168 1.1285 -0.681
O -0.82683 1.63603 -2.77545 0.4175 0.3667 -0.4080 -0.253
O 1.90596 2.18514 -1.56500 -1.4003 -0.3872 -1.5071 -0.426
H 2.47345 1.71838 -3.50555 -0.2036 0.2663 -0.3136 0.487
H 1.45972 0.51488 -2.77879 -0.2559 -0.1481 0.0983 0.110
H 0.17144 1.80850 -4.62910 0.3107 -1.0182 0.1420 0.421
H 0.19784 3.18820 -3.78364 0.2588 0.3950 1.0105 0.354
H -1.44246 1.26748 -3.41323 -0.5420 -0.0606 0.3128 0.177
H 2.75340 1.79978 -1.33059 0.1904 0.0382 0.1801 0.286
C 2.09282 3.63073 1.60161 -0.7457 0.5471 0.8674 -0.428
C 1.88943 2.41443 2.42313 0.3279 -1.7181 0.8632 -0.694
O 1.47988 1.26198 1.65274 -0.0798 1.2535 -0.8088 -0.201
O 0.79385 4.10682 1.14992 0.2554 -0.7584 -0.4861 -0.459
H 2.85060 3.44027 0.84163 -0.4606 0.1123 -0.4885 0.241
H 2.46025 4.42085 2.25646 0.3024 -0.0746 0.0841 0.465
H 1.21069 2.43407 3.27579 -0.3683 0.8623 -0.0839 0.421
H 2.83142 2.15320 2.90532 0.3639 0.1542 -0.1450 0.440
H 1.98834 0.53583 2.02122 -0.3051 -0.8707 0.3013 0.180
H 0.92444 5.02952 0.91930 -0.3166 0.1989 -0.2832 0.271
C 2.39832 -2.58142 -1.46259 0.3541 0.2386 -0.1239 0.032
C 3.48639 -3.52759 -1.98700 0.7893 0.5309 -0.6041 -0.396
O 4.38275 -2.95406 -2.94349 -1.1563 -0.1110 -0.0359 -0.436
O 3.04340 -1.31681 -1.16807 -1.1258 -0.9981 -0.3759 -0.639
H 1.87251 -2.99699 -0.60298 0.6481 -0.3041 0.7199 0.220
H 1.54834 -2.50928 -2.14113 0.3243 0.5732 -0.8926 0.192
H 3.07278 -4.39334 -2.50420 0.0238 -0.2743 0.6049 0.338
H 4.14887 -3.74356 -1.14880 -0.2731 -0.6194 0.4067 0.288
H 4.31219 -1.99809 -2.89123 0.2173 0.3943 0.2101 0.344
H 2.31099 -0.70198 -1.25276 0.1316 0.5911 0.1994 -0.100
C -4.51403 1.61106 -2.08621 -0.9965 -1.0467 0.5804 -0.484
C -4.94442 2.70644 -1.13171 0.5261 1.7473 -1.5832 -0.564
O -3.84142 3.66829 -0.96648 0.5254 -1.4172 0.5571 -0.477
O -3.51981 0.75284 -1.52983 0.6583 0.5494 0.0908 -0.376
H -4.28060 1.92480 -3.10364 0.5079 0.7127 0.2409 0.350
H -5.37144 0.95872 -2.25171 -0.5604 0.2582 0.1550 0.391
H -5.45293 2.45052 -0.20218 0.5255 -0.4570 0.0535 0.380
H -5.63615 3.31234 -1.71694 -0.6216 -0.2989 0.0041 0.348
H -4.14104 4.40183 -0.42450 -0.1866 0.1636 0.1090 0.312
H -3.54948 -0.04950 -2.05612 0.1294 -0.3415 0.2197 0.254
```
Positions in Å, forces in eV/Å.

Summary:
LUMO: -12.42 eV
net charge: +2
Kohn-Sham gap: 2.4 eV

# 3
Below is a cluster of 6 separate species, C12H40N3O7 in total, with properties calculated with ωB97M-V/def2-TZVPD.

```
62
Properties=species:S:1:pos:R:3:forces:R:3:mulliken_charge:R:1
N 0.12954 -0.68269 0.03292 -1.4238 -0.1713 -0.8765 0.357
H 0.92545 -1.23365 0.32115 0.9341 -0.5818 1.1016 0.511
H -0.45146 -1.29243 -0.52452 -0.2400 -0.3937 -0.1495 0.587
H 0.52128 -0.01304 -0.61378 0.2389 1.1430 -0.3945 0.436
H -0.50272 -0.30208 0.72246 0.1246 0.2683 0.5666 -0.292
C 1.73067 -2.76440 3.34221 0.1163 1.8299 2.3628 -1.913
C 2.07110 -1.47180 2.51964 -1.3843 -1.9884 -0.4320 1.680
C 3.11760 -0.53961 3.10028 0.2702 -0.6276 -0.1059 -0.713
O 3.28463 0.67025 2.38055 -0.2011 -0.4902 0.1660 -0.142
C 2.22064 1.58153 2.44192 -1.1640 1.0364 -0.5217 -0.856
N 2.23800 -1.96893 1.14408 0.9441 0.1380 -0.0257 -0.830
H 2.51835 -3.44289 3.66979 0.4776 0.0863 -0.7499 0.355
H 0.84999 -3.35423 3.08805 0.0886 0.2724 -0.8144 0.463
H 1.44198 -2.31922 4.29435 -0.3000 -0.2050 0.5313 0.484
H 1.12565 -0.93024 2.48912 -0.1187 0.3201 0.3327 -0.839
H 4.09971 -1.01130 3.13308 0.1441 -0.0812 -0.3688 0.326
H 2.86426 -0.45416 4.15699 -0.2453 0.7428 0.2105 0.374
H 1.20713 1.18047 2.43600 -0.0085 -0.7545 0.7800 0.109
H 2.07201 2.16982 1.53642 1.0428 -0.0374 -0.6323 0.163
H 2.30540 2.35647 3.20376 0.2257 -0.3726 0.5549 0.377
H 2.05476 -2.95749 1.24049 0.3945 -0.1380 -0.6948 0.271
H 3.19238 -1.83034 0.84398 0.1515 -0.0854 -0.3235 0.240
C -3.18222 3.10079 0.59679 -0.2050 -0.6268 0.8903 -1.542
C -2.21983 1.86471 0.67508 -0.6598 -0.0303 1.8852 -0.115
C -2.82534 0.79256 1.72239 0.5987 1.7998 -0.3762 -0.880
O -1.97392 -0.29464 2.10220 0.3750 0.9336 -0.9100 -0.146
C -2.58785 -1.22190 2.96516 1.2107 -0.5858 -0.2790 -0.859
N -2.08474 1.23913 -0.59009 -0.5127 -0.7176 -0.8805 -0.024
H -2.81355 3.99695 0.09769 0.5112 -0.3062 -0.0467 0.586
H -3.52071 3.39787 1.58939 0.2280 0.1784 0.2203 0.393
H -4.11397 2.84036 0.09468 -0.0206 -0.3009 -0.2678 0.359
H -1.23116 2.18515 1.00360 0.0627 0.0672 0.3051 -0.216
H -3.77469 0.44665 1.31351 -0.1190 -0.3087 -0.0503 0.445
H -3.03157 1.41405 2.59376 -0.2017 -0.2164 0.4009 0.411
H -2.74585 -0.78574 3.95152 -1.1582 0.1364 -0.1708 0.337
H -1.86813 -2.00476 3.20438 0.5114 0.0338 -0.2751 0.150
H -3.33191 -1.77173 2.38882 -0.9433 0.3764 0.7012 0.392
H -1.69220 1.90372 -1.24149 0.6241 0.2723 -0.3192 0.248
H -3.05652 1.21202 -0.86396 -0.3049 -0.6452 -0.8127 0.225
O -1.15320 -2.90146 -0.91464 -0.0633 -0.1353 -0.1540 -0.423
H -2.10864 -2.86518 -0.95989 -0.4495 0.0597 -0.0650 0.290
H -0.95858 -3.80702 -0.67313 0.1932 -0.3434 0.0629 0.147
C 3.69524 1.93535 -2.08379 0.9339 0.8499 0.4680 -0.746
C 2.57190 1.02815 -2.42673 -0.9356 -0.0169 -0.0923 -0.134
O 1.59095 0.93035 -1.37136 1.2409 -0.8444 -0.1437 -0.228
O 3.39852 3.32389 -2.07287 0.5004 -0.3010 -0.6023 -0.445
H 4.54583 1.80135 -2.75209 -0.2783 0.1046 -0.5829 0.363
H 4.14311 1.62498 -1.13976 -0.2796 -0.0864 0.5150 0.156
H 3.03010 0.05552 -2.60601 -0.5556 -0.2268 -0.0994 0.370
H 1.94318 1.39799 -3.23669 0.7742 -0.2029 -0.7536 0.156
H 1.39124 1.84338 -1.15209 -0.6962 1.0993 0.5383 -0.469
H 2.67548 3.51149 -1.46986 -0.4642 0.0274 0.4708 0.267
C -2.24744 -1.40883 -4.51440 -2.5330 0.5147 0.0963 -0.638
C -1.54701 -0.51363 -3.53014 -0.5323 -0.6092 -0.0617 0.373
O -0.33306 -0.29183 -4.11433 2.7656 1.2569 -0.2901 -0.347
O -2.80953 -0.69695 -5.65421 0.5177 -0.0044 0.4884 -0.471
H -3.18241 -1.71531 -4.04536 0.1199 -0.8873 0.0259 0.344
H -1.61288 -2.21348 -4.88583 -0.0467 -0.1186 0.4363 0.295
H -1.33646 -0.94722 -2.55250 -0.1447 -0.5730 -0.2178 -0.339
H -2.10659 0.38336 -3.26489 -0.2472 0.2866 -0.4979 0.003
H -0.43565 0.06750 -4.99860 0.0165 0.2005 0.0745 0.281
H -2.11630 -0.24763 -6.14324 0.1002 -0.0197 -0.1474 0.284
```
Positions in Å, forces in eV/Å.

Summary:
LUMO (alpha / beta): 0.00 / -0.12 eV
2S+1: 2
net charge: 0
⟨S²⟩: 0.75
Kohn-Sham gap (alpha / beta): 2.2 / 9.5 eV

ΔE to the lowest compared entry with this formula, charge and spin: 154.6, 97.5, 12.8 (kcal per mole)